Record 1
Here is C22H29N5O7Os as an isolated structure from OMol25. Energies are from the ωB97M-V functional and the def2-TZVPD basis.

Computed properties:
- HOMO energy (alpha / beta) (eV) = -13.1 / -14.2
- E_LUMO (alpha / beta) (eV) = -4.635 / -7.396
- E_tot (eV) = -47520.077
- gap between HOMO and LUMO (alpha / beta) (Ha) = 0.313 / 0.250
- relative energy (zero: lowest compared OMol25 entry of this formula, charge and spin) (kcal per mole) = 16.1
- strongest force on any atom (eV/Å) = 2.55

Structure (ORCA input):
```
! RIJCOSX wB97M-V def2-TZVPD def2/J DEFGRID3
* xyz 2 5
Os 8.80 9.63 10.07
O 11.57 6.43 10.82
C 10.30 6.82 10.56
O 10.09 8.02 10.42
C 9.40 5.65 10.43
O 8.01 5.89 10.31
C 7.29 6.16 11.53
C 7.58 7.66 11.92
O 7.99 8.01 13.03
O 7.32 8.58 11.03
H 12.10 7.21 10.72
H 9.62 4.95 11.22
H 9.71 5.16 9.56
H 7.73 5.46 12.31
H 6.24 5.95 11.34
N 9.19 10.43 12.07
C 8.44 11.68 12.22
C 9.34 12.68 12.96
C 10.64 13.12 12.20
C 10.72 14.64 11.95
N 9.53 15.18 11.38
C 9.30 15.76 10.21
N 8.06 15.72 9.80
N 10.27 16.49 9.59
C 7.89 12.16 10.89
O 7.32 13.26 10.89
O 7.97 11.41 9.84
H 8.90 9.66 12.69
H 10.17 10.58 12.25
H 7.54 11.56 12.88
H 9.58 12.24 13.91
H 8.66 13.53 13.20
H 10.76 12.54 11.24
H 11.54 12.88 12.77
H 11.58 14.83 11.32
H 10.90 15.16 12.91
H 8.63 15.04 11.80
H 7.39 15.05 10.17
H 7.75 16.46 9.21
H 11.09 16.80 10.12
H 10.17 16.84 8.61
C 5.52 8.10 5.97
C 5.47 8.38 7.35
C 6.60 8.75 7.99
C 7.88 8.90 7.35
C 7.85 8.69 5.90
C 6.71 8.29 5.27
N 8.95 9.29 8.09
C 10.34 9.26 7.65
C 10.91 8.04 7.36
C 12.23 7.99 6.94
C 12.93 9.21 6.80
C 12.38 10.44 7.06
C 11.08 10.47 7.55
H 4.68 7.79 5.41
H 4.53 8.36 7.86
H 6.46 8.84 9.05
H 8.77 8.85 5.32
H 6.61 8.19 4.16
H 10.28 7.14 7.59
H 12.74 7.04 6.67
H 13.92 9.32 6.35
H 12.89 11.41 6.83
H 10.60 11.42 7.65
*
```

Record 2
Here is C22H29NO6 in the gas phase from OMol25. Energies are from the ωB97M-V functional and the def2-TZVPD basis.

Computed properties:
- HOMO energy (eV) = -7.9
- E_LUMO (eV) = 0.654
- E_tot (eV) = -37060.220
- SMILES = CCOC(=O)c1c(C(=O)OCC)c(C)n(CCc2ccc(OC)c(OC)c2)c1C
- gap between HOMO and LUMO (Ha) = 0.315
- relative energy (zero: lowest compared OMol25 entry of this formula, charge and spin) (kcal per mole) = 20.4
- strongest force on any atom (eV/Å) = 0.76

Structure (ORCA input):
```
! RIJCOSX wB97M-V def2-TZVPD def2/J DEFGRID3
* xyz 0 1
C 2.12 -5.74 0.71
C 0.97 -5.06 1.41
H 1.26 -4.72 2.42
H 0.11 -5.73 1.52
O 0.58 -3.93 0.64
C -0.49 -3.24 1.11
O -1.08 -3.56 2.10
C -0.83 -2.11 0.24
C -0.78 -2.05 -1.14
N -1.31 -0.86 -1.54
C -1.71 -0.14 -0.45
C -1.42 -0.88 0.68
C -1.57 -0.42 2.06
O -2.41 0.37 2.44
O -0.63 -0.93 2.85
C -0.69 -0.59 4.23
C 0.00 0.74 4.50
H 0.00 0.95 5.57
H -0.52 1.54 3.99
H 1.03 0.70 4.16
H -0.19 -1.41 4.75
H -1.74 -0.53 4.54
C -2.36 1.19 -0.53
H -1.71 1.94 -0.97
H -2.63 1.50 0.48
H -3.28 1.13 -1.12
C -1.28 -0.36 -2.89
H -2.02 0.44 -2.97
H -1.55 -1.16 -3.58
C 0.12 0.20 -3.25
C 0.55 1.24 -2.26
C 1.12 0.88 -1.06
C 1.41 1.83 -0.10
C 1.16 3.17 -0.33
C 0.61 3.56 -1.58
C 0.31 2.59 -2.52
H -0.13 2.87 -3.46
O 0.41 4.90 -1.74
C -0.12 5.35 -2.95
H -0.18 6.44 -2.86
H 0.52 5.09 -3.80
H -1.13 4.96 -3.12
O 1.39 4.18 0.55
C 1.86 3.85 1.83
H 2.85 3.39 1.79
H 1.92 4.79 2.37
H 1.16 3.18 2.35
H 1.83 1.51 0.84
H 1.33 -0.16 -0.85
H 0.84 -0.62 -3.25
H 0.07 0.61 -4.26
C -0.34 -3.09 -2.11
H -1.13 -3.31 -2.83
H 0.55 -2.77 -2.66
H -0.09 -4.00 -1.57
H 1.82 -6.09 -0.28
H 2.45 -6.60 1.29
H 2.95 -5.05 0.59
*
```

Record 3
Here is C22H30Al2BCl2F14KN3NaO5S as an isolated structure from OMol25. Energies are from the ωB97M-V functional and the def2-TZVPD basis.

Computed properties:
- HOMO energy (eV) = -6.0
- E_LUMO (eV) = -2.958
- E_tot (eV) = -146529.054
- gap between HOMO and LUMO (Ha) = 0.111
- strongest force on any atom (eV/Å) = 8.02

Structure (ORCA input):
```
! RIJCOSX wB97M-V def2-TZVPD def2/J DEFGRID3
* xyz 0 1
C 0.20 2.97 0.54
C -1.00 2.80 -0.57
O -2.14 3.50 -0.35
N -0.97 1.92 -1.80
C -0.47 2.64 -3.03
B -0.27 0.59 -1.56
C -1.38 -0.49 -0.98
C -0.66 -1.66 -0.08
C 0.37 -2.62 -0.92
C 1.66 -2.92 0.05
C 3.11 -2.44 -0.62
F 3.08 -1.04 -1.13
F 3.22 -3.29 -1.87
C 4.42 -2.82 0.27
F 4.23 -4.20 0.86
F 5.57 -2.97 -0.69
S 4.95 -1.60 1.56
F 5.47 -0.42 0.44
F 6.53 -2.35 1.59
F 4.50 -2.78 2.78
F 3.40 -0.91 1.78
F 5.51 -0.56 2.82
H 0.10 2.06 1.30
H 1.29 2.91 0.11
H 0.08 3.95 1.19
H -0.70 3.79 -3.00
H -1.04 2.16 -3.96
H 0.68 2.52 -3.22
H 0.05 0.18 -2.64
H 0.72 0.66 -0.93
H -1.96 -0.94 -1.90
H -2.17 0.07 -0.29
H -1.50 -2.37 0.39
H -0.15 -1.13 0.83
H 0.65 -2.24 -1.99
H -0.18 -3.67 -1.08
H 1.51 -2.52 1.14
H 1.76 -4.10 0.15
Na -1.49 4.31 -4.48
Al 0.40 0.88 -4.49
C -0.07 0.38 3.90
C -0.59 0.38 5.20
C 0.05 -0.35 6.20
C 1.21 -1.07 5.91
C 1.73 -1.07 4.62
C 1.08 -0.34 3.61
H -0.57 0.94 3.12
H -1.49 0.94 5.43
H -0.35 -0.36 7.21
H 1.71 -1.64 6.69
H 2.63 -1.62 4.39
H 1.48 -0.34 2.60
C -8.03 -0.80 0.33
C -7.60 -1.03 -0.98
C -6.36 -1.63 -1.21
C -5.56 -2.00 -0.12
C -5.99 -1.77 1.19
C -7.23 -1.16 1.41
N -4.27 -2.65 -0.36
O -3.91 -2.83 -1.53
O -3.60 -3.00 0.63
H -9.00 -0.34 0.51
H -8.23 -0.74 -1.82
H -6.04 -1.80 -2.23
H -5.37 -2.05 2.05
H -7.57 -0.98 2.43
F 5.11 1.52 2.89
F -1.13 -0.60 -8.16
Al -2.46 0.61 -8.20
F -2.16 1.88 -6.96
F -4.03 -0.21 -7.85
F -2.53 1.37 -9.83
Cl 0.51 2.49 5.77
K -2.10 -1.56 -9.88
C 6.49 4.03 1.01
N 6.16 4.95 -0.11
O 7.09 5.58 -0.62
O 4.97 5.02 -0.45
H 7.56 4.08 1.20
H 5.92 4.36 1.88
H 6.19 3.02 0.70
Cl -1.05 2.50 3.21
*
```

Record 4
Here is a 6-piece molecular cluster, C22H30BCl10F3I2N3O4S overall from OMol25. Energies are from the ωB97M-V functional and the def2-TZVPD basis.

Computed properties:
- HOMO energy (eV) = -11.0
- E_LUMO (eV) = -4.217
- E_tot (eV) = -197037.954
- gap between HOMO and LUMO (Ha) = 0.248
- strongest force on any atom (eV/Å) = 3.46

Structure (ORCA input):
```
! RIJCOSX wB97M-V def2-TZVPD def2/J DEFGRID3
* xyz 1 1
C 3.27 1.37 4.60
C 2.19 2.21 4.20
C 0.92 1.66 3.43
N 1.39 1.00 2.17
C 0.61 0.56 1.23
N 1.14 -0.03 0.01
O 1.68 0.95 -0.83
B 3.09 1.09 -0.72
O 3.68 2.17 -1.43
O 3.92 0.27 0.07
C 0.10 -0.76 -0.74
C -0.27 -2.18 -0.12
C 0.69 -1.06 -2.20
I -0.40 -0.28 -3.90
C 1.86 -1.75 -2.43
C 2.72 -2.37 -1.29
I 2.56 -2.01 -4.46
O -1.11 -0.04 -0.98
C -1.54 0.74 0.11
C -3.05 0.32 0.38
C -3.99 1.18 1.13
C -5.39 0.79 1.36
C -5.90 -0.49 0.88
C -5.00 -1.36 0.12
C -3.62 -0.94 -0.12
C -1.66 2.25 -0.44
F -2.74 2.36 -1.28
F -1.75 3.16 0.61
F -0.57 2.63 -1.18
N -0.80 0.64 1.37
S -1.47 -0.47 2.54
H 4.02 1.11 3.82
H 3.41 1.01 5.64
H 2.26 3.29 4.47
H 0.17 2.45 3.21
H 0.46 0.90 4.13
H 2.41 0.90 2.07
H 3.44 2.96 -0.90
H 4.35 0.85 0.73
H -0.29 -2.94 -0.95
H -1.28 -2.22 0.35
H 0.50 -2.56 0.62
H 2.35 -2.17 -0.25
H 2.71 -3.49 -1.42
H 3.78 -2.02 -1.38
H -3.69 2.16 1.56
H -6.09 1.46 1.91
H -6.94 -0.85 1.05
H -5.32 -2.35 -0.27
H -2.99 -1.64 -0.72
H -0.43 -1.25 3.03
C -2.70 -0.57 -7.36
Cl -1.57 -1.14 -8.59
Cl -2.06 0.86 -6.52
H -3.64 -0.30 -7.84
H -2.87 -1.36 -6.63
C -0.32 -4.50 -3.37
Cl -0.78 -4.90 -5.02
Cl -1.73 -4.07 -2.39
H 0.17 -5.36 -2.92
H 0.35 -3.65 -3.38
C 5.32 3.13 6.91
Cl 6.56 3.71 8.03
Cl 3.79 2.84 7.74
H 5.17 3.89 6.15
H 5.66 2.21 6.46
C -5.18 3.00 -5.90
Cl -6.59 3.87 -5.27
Cl -5.65 1.45 -6.61
H -4.70 3.61 -6.66
H -4.49 2.81 -5.08
C 4.37 -2.67 3.95
Cl 4.15 -1.00 4.50
Cl 4.65 -2.72 2.21
H 5.23 -3.10 4.46
H 3.48 -3.24 4.18
*
```

Record 5
Here is C22H30Br12Cl2FNO2 as an isolated structure from OMol25. Energies are from the ωB97M-V functional and the def2-TZVPD basis.

Computed properties:
- HOMO energy (eV) = -9.7
- E_LUMO (eV) = -0.542
- E_tot (eV) = -897155.937
- gap between HOMO and LUMO (Ha) = 0.336
- strongest force on any atom (eV/Å) = 4.51

Structure (ORCA input):
```
! RIJCOSX wB97M-V def2-TZVPD def2/J DEFGRID3
* xyz 0 1
O 5.08 1.33 -1.96
C 4.00 1.24 -1.49
C 3.24 -0.02 -1.13
C 3.44 -1.31 -1.56
C 2.57 -2.30 -1.08
C 2.76 -3.73 -1.59
C 3.10 -3.71 -3.09
F 4.49 -3.76 -3.23
C 1.56 -1.98 -0.19
C 1.36 -0.67 0.24
Cl 0.10 -0.25 1.34
C 2.20 0.30 -0.25
C 2.28 1.79 0.00
O 1.87 2.46 0.88
N 3.07 2.33 -1.14
Cl 1.90 2.20 -2.46
H 4.25 -1.50 -2.26
H 3.53 -4.25 -1.03
H 1.78 -4.22 -1.52
H 2.67 -4.57 -3.60
H 2.70 -2.83 -3.58
H 0.90 -2.76 0.19
Br -3.48 1.60 1.89
C -3.35 1.98 3.80
C -2.09 1.40 4.38
Br -2.23 -0.52 4.65
H -4.25 1.59 4.26
H -3.34 3.06 3.87
H -1.91 1.81 5.38
H -1.21 1.57 3.77
Br -0.16 4.11 3.58
C -0.03 4.50 5.48
C 1.23 3.93 6.07
Br 1.09 2.00 6.33
H -0.93 4.11 5.95
H -0.03 5.58 5.55
H 1.40 4.34 7.06
H 2.10 4.10 5.45
Br -0.43 -3.40 -5.48
C 0.35 -3.98 -7.18
C 1.63 -4.74 -6.94
Br 3.10 -3.54 -6.50
H 0.49 -3.10 -7.79
H -0.39 -4.63 -7.64
H 1.94 -5.26 -7.84
H 1.55 -5.46 -6.13
Br 2.87 3.91 10.01
C 4.31 4.54 8.87
C 4.58 6.01 9.08
Br 3.23 7.12 8.22
H 4.03 4.31 7.84
H 5.18 3.95 9.14
H 5.52 6.30 8.61
H 4.60 6.29 10.13
Br -4.72 -4.20 -9.65
C -4.10 -2.37 -9.46
C -2.60 -2.31 -9.34
Br -1.97 -2.85 -7.55
H -4.60 -1.95 -8.59
H -4.44 -1.86 -10.36
H -2.25 -1.28 -9.46
H -2.09 -2.95 -10.06
Br -5.65 -2.07 2.29
C -7.17 -1.70 1.14
C -7.28 -0.23 0.84
Br -8.01 0.76 2.35
H -8.05 -2.10 1.64
H -6.99 -2.27 0.23
H -7.99 -0.06 0.02
H -6.33 0.22 0.59
*
```

Record 6
Here is C22H30N2O4S in the gas phase from OMol25. Energies are from the ωB97M-V functional and the def2-TZVPD basis.

Computed properties:
- HOMO energy (eV) = -8.9
- E_LUMO (eV) = 0.404
- E_tot (eV) = -45307.230
- SMILES = C[C@H]1CC[C@H](NC(=O)CCS(=O)(=O)c2ccc3c(c2)CCN3C(=O)C2CC2)CC1
- gap between HOMO and LUMO (Ha) = 0.341
- relative energy (zero: lowest compared OMol25 entry of this formula, charge and spin) (kcal per mole) = 6.5
- strongest force on any atom (eV/Å) = 0.90

Structure (ORCA input):
```
! RIJCOSX wB97M-V def2-TZVPD def2/J DEFGRID3
* xyz 0 1
C -7.67 -1.66 -1.05
H -8.37 -0.97 -1.52
H -8.07 -1.93 -0.07
H -7.62 -2.56 -1.66
C -6.30 -1.02 -0.91
C -5.30 -1.99 -0.27
C -3.92 -1.36 -0.13
C -4.00 -0.08 0.70
N -2.69 0.53 0.80
C -2.08 0.80 1.96
O -2.53 0.53 3.05
C -0.71 1.48 1.80
C -0.75 2.74 0.94
H -1.73 3.20 0.90
H -0.03 3.48 1.28
S -0.26 2.41 -0.79
O -0.11 3.67 -1.45
O -1.19 1.46 -1.37
C 1.34 1.61 -0.66
C 2.45 2.38 -0.38
C 3.70 1.80 -0.25
C 3.80 0.42 -0.41
C 2.67 -0.35 -0.71
C 1.43 0.24 -0.83
H 0.54 -0.33 -1.07
C 3.05 -1.79 -0.83
H 2.58 -2.39 -0.04
H 2.75 -2.21 -1.79
C 4.58 -1.76 -0.68
N 4.93 -0.38 -0.35
C 6.18 0.05 0.03
O 6.39 1.19 0.39
C 7.26 -0.98 -0.01
C 8.68 -0.47 0.10
C 8.06 -1.16 1.26
H 7.78 -0.56 2.11
H 8.38 -2.16 1.51
H 8.79 0.60 0.15
H 9.44 -0.98 -0.48
H 7.09 -1.85 -0.62
H 5.07 -2.05 -1.62
H 4.92 -2.43 0.11
H 4.57 2.39 -0.03
H 2.33 3.45 -0.28
H -0.37 1.72 2.81
H -0.01 0.76 1.37
H -2.25 0.79 -0.08
C -4.99 0.90 0.07
C -6.37 0.25 -0.07
H -7.06 0.96 -0.53
H -6.76 0.01 0.92
H -5.06 1.80 0.69
H -4.62 1.20 -0.91
H -4.31 -0.32 1.73
H -3.23 -2.06 0.34
H -3.53 -1.10 -1.12
H -5.23 -2.90 -0.88
H -5.67 -2.28 0.71
H -5.93 -0.75 -1.91
*
```

> What is the formula in the fifth record?

C22H30Br12Cl2FNO2

> Among the records above, which one has the highest E_tot?

C22H29NO6

> Number 5 is which compound?

C22H30Br12Cl2FNO2